{"formula": "C3H4CaO2", "method": "the ωB97M-V functional and the def2-TZVPD basis", "lumo_ev": [-6.18, -6.61], "energy_ha": -944.36211, "orbital_gap_ev": [6.2, 5.7], "homo_energy_ev": [-12.3504, -12.3326], "total_charge": 1, "e_above_lowest_ev": 1.772, "multiplicity": 2, "s_squared": 0.753, "symbols": ["H", "O", "O", "C", "C", "C", "H", "H", "H", "Ca"], "xyz": [[2.52, 2.35, 0.35], [-0.04, -1.45, 0.24], [2.19, -1.29, -0.19], [-0.22, -0.14, 0.00], [-1.61, 0.25, 0.06], [1.22, -1.91, 0.06], [-1.68, 1.21, 0.58], [-1.87, 0.50, -0.99], [-2.30, -0.51, 0.45], [1.81, 0.99, -0.55]]}



{"formula": "C3H4CdO5", "method": "the ωB97M-V functional and the def2-TZVPD basis", "lumo_ev": [3.33, 1.93], "energy_ha": -660.58890, "orbital_gap_ev": [5.6, 4.2], "homo_energy_ev": [-2.2966, -2.2896], "total_charge": -1, "multiplicity": 2, "s_squared": 0.751, "symbols": ["C", "C", "O", "C", "O", "O", "O", "H", "H", "H", "O", "H", "Cd"], "xyz": [[-2.27, -0.22, 0.54], [-1.87, 0.37, -0.63], [-0.73, 1.17, -0.72], [0.50, 0.67, -0.98], [1.43, 1.45, -0.59], [0.65, -0.56, -1.03], [-1.52, -0.65, 1.50], [-3.31, -0.61, 0.48], [-2.37, 0.19, -1.58], [1.34, -0.81, 0.51], [2.35, -0.65, 0.90], [2.69, -1.46, 1.28], [3.12, 1.11, 0.33]]}



{"formula": "C3H4Cl2N2S", "method": "the ωB97M-V functional and the def2-TZVPD basis", "lumo_ev": -1.50, "energy_ha": -1544.43320, "orbital_gap_ev": 6.8, "homo_energy_ev": -8.3452, "total_charge": 0, "e_above_lowest_ev": 9.193, "symbols": ["C", "C", "C", "H", "H", "H", "H", "N", "N", "S", "Cl", "Cl"], "xyz": [[0.68, -0.65, -0.21], [-0.69, -0.96, 0.18], [-1.68, -0.45, -0.34], [2.07, 1.67, 1.92], [-0.79, 1.43, 0.63], [2.25, 0.54, -0.75], [-0.80, -1.94, 0.85], [0.94, 1.79, 0.38], [1.30, 0.67, -0.39], [1.60, -1.84, -0.83], [-3.20, -1.02, 0.00], [-1.67, 0.77, -1.42]]}



What did the first record say?
{"formula": "C3H4CaO2", "method": "the ωB97M-V functional and the def2-TZVPD basis", "lumo_ev": [-6.18, -6.61], "energy_ha": -944.36211, "orbital_gap_ev": [6.2, 5.7], "homo_energy_ev": [-12.3504, -12.3326], "total_charge": 1, "e_above_lowest_ev": 1.772, "multiplicity": 2, "s_squared": 0.753, "symbols": ["H", "O", "O", "C", "C", "C", "H", "H", "H", "Ca"], "xyz": [[2.52, 2.35, 0.35], [-0.04, -1.45, 0.24], [2.19, -1.29, -0.19], [-0.22, -0.14, 0.00], [-1.61, 0.25, 0.06], [1.22, -1.91, 0.06], [-1.68, 1.21, 0.58], [-1.87, 0.50, -0.99], [-2.30, -0.51, 0.45], [1.81, 0.99, -0.55]]}